(1)
{"formula": "C10H18F12N5O10S4", "method": "ωB97M-V/def2-TZVPD", "elements": ["H", "F", "F", "O", "F", "N", "F", "N", "H", "C", "S", "F", "F", "F", "C", "H", "S", "C", "H", "C", "O", "O", "F", "F", "H", "O", "C", "N", "C", "S", "H", "H", "H", "H", "O", "C", "C", "H", "H", "C", "O", "H", "H", "O", "H", "S", "N", "N", "H", "H", "O", "F", "F", "C", "O", "H", "H", "F", "O"], "coordinates": [[27.165151, -0.101509, 12.126608], [20.655779, -3.521764, 17.002995], [23.957140, 1.047372, 17.902082], [18.404297, -2.530474, 15.579643], [20.302979, -0.201657, 11.487751], [20.014339, -0.964373, 14.250753], [25.865371, -0.033643, 17.958550], [21.211807, 1.172555, 15.566469], [22.660373, -0.764367, 13.565343], [23.677874, 4.337289, 14.318681], [24.127742, 2.581477, 13.675197], [18.510004, 0.788347, 10.991072], [24.724761, 4.910847, 14.920007], [22.708885, 4.163153, 15.228722], [20.624944, 0.549892, 20.323123], [22.352497, -1.643185, 11.969994], [18.539820, -0.359481, 13.447528], [21.049212, -2.759167, 15.999024], [20.802055, 0.344982, 15.134306], [25.320265, -1.120375, 11.798044], [17.648213, -1.336753, 12.878485], [25.532178, -2.322815, 12.031877], [21.429928, -1.561726, 16.567976], [20.041354, 1.671305, 12.462574], [26.717604, -0.179829, 10.394646], [25.919982, 0.117865, 14.830669], [19.368488, 0.598526, 12.009213], [19.449502, -0.076653, 19.707964], [17.759771, -0.062992, 17.854188], [19.600216, -2.412896, 14.710607], [18.039920, -0.482609, 16.887852], [20.693391, 1.899557, 15.090418], [21.012685, 1.115269, 16.560121], [17.170945, -0.841523, 18.340084], [19.743164, -3.443385, 13.703480], [19.087489, 0.311149, 18.492499], [24.781681, 0.230306, 17.222928], [21.585288, 0.122712, 20.034064], [23.413619, -2.234923, 13.230049], [23.070513, -1.329783, 12.728355], [23.140662, 2.310939, 12.625942], [17.110118, 0.797849, 17.700762], [22.217828, 1.220499, 15.396273], [26.173307, 2.207565, 15.940421], [23.902227, 0.277145, 11.824007], [25.236512, 1.148346, 15.556302], [24.108140, -0.671699, 12.102166], [23.807398, 1.586227, 15.033904], [20.631791, 0.460820, 21.409862], [20.677883, 1.623641, 20.145697], [17.931756, 0.574489, 14.353830], [23.113696, 5.162477, 13.404668], [22.132603, -3.318764, 15.421315], [26.344352, -0.058482, 11.410808], [19.833687, 1.037327, 17.870377], [25.900363, 0.918093, 11.601672], [18.781181, -0.606212, 20.246682], [24.167606, -0.955033, 17.024547], [25.483482, 2.678799, 13.240917]], "atomic_forces_ev_per_a": [[0.06, -0.35, -0.11], [-0.23, -0.28, -0.24], [0.06, -0.35, 0.27], [1.77, 0.74, -1.26], [0.03, -0.19, 0.21], [-3.03, 0.94, -1.92], [-0.30, 0.56, -0.44], [-0.59, -0.05, -0.30], [-0.39, 0.43, -0.45], [-0.72, -0.20, 0.50], [-2.05, -0.07, -1.10], [0.13, 1.07, 1.29], [-0.60, -0.19, -0.75], [0.00, -0.10, 0.40], [0.28, -0.07, 0.75], [-0.60, 0.05, 0.50], [0.65, -0.33, 1.29], [0.28, 1.25, -0.68], [0.01, -1.02, -0.10], [0.50, -2.35, 1.45], [1.21, 0.41, -0.25], [1.03, 1.00, -0.90], [-0.13, -0.78, -0.53], [-1.36, -0.01, -0.43], [-0.06, 0.05, 0.06], [-0.92, -0.55, -0.56], [1.06, -1.67, -0.35], [0.13, -0.21, 1.35], [0.27, -0.84, 0.12], [-0.31, -3.22, 2.15], [-0.22, 0.16, -0.16], [0.16, 0.68, 0.37], [-0.51, 0.32, 0.43], [0.19, 0.02, 0.36], [0.07, 0.77, 0.56], [-1.20, 0.25, -0.63], [-0.28, 0.19, -0.96], [-0.21, -0.15, -0.52], [0.31, -0.11, -0.34], [-1.14, -2.16, 0.99], [0.64, 0.25, 1.85], [0.34, 0.16, 0.02], [0.42, 0.22, -0.32], [-2.03, -0.37, 0.22], [0.04, 0.03, 0.17], [4.11, -1.04, 2.51], [0.71, 3.46, -1.22], [1.30, 1.97, -2.47], [-0.55, -0.34, 0.02], [-0.25, -0.10, -0.42], [0.50, 0.63, -0.36], [1.25, -0.71, 0.15], [-0.89, 0.49, 0.38], [-0.42, -0.22, 0.38], [0.90, 0.99, -0.89], [0.07, 0.08, -0.51], [0.31, 0.09, 0.12], [0.11, 0.89, -0.12], [0.10, -0.11, 0.41]], "nbo_charge": [0.25, -0.31, -0.33, -0.95, -0.31, -1.19, -0.31, -0.91, 0.19, 0.75, 2.16, -0.30, -0.30, -0.33, -0.42, 0.20, 2.13, 0.75, 0.46, 0.67, -0.88, -0.67, -0.36, -0.31, 0.22, -0.93, 0.76, -0.59, -0.72, 2.17, 0.28, 0.42, 0.46, 0.21, -0.91, 0.70, 0.76, 0.21, 0.24, -0.42, -0.93, 0.24, 0.45, -0.93, 0.39, 2.18, -0.60, -1.20, 0.20, 0.22, -0.93, -0.31, -0.31, -0.71, -0.71, 0.23, 0.40, -0.32, -0.89], "total_charge": -1, "relative_energy_kcal_mol": 25.8, "e_lumo_ev": 2.2, "largest_force_ev_per_a": 4.930, "homo_energy_ev": -6.46}

=====

(2)
{"formula": "C3H12N2O2", "method": "ωB97M-V/def2-TZVPD", "elements": ["C", "H", "H", "H", "C", "C", "H", "H", "H", "N", "H", "H", "N", "O", "H", "H", "H", "O", "H"], "coordinates": [[1.547875, 1.040752, 1.238798], [-1.120929, -1.200122, -0.358107], [2.090090, 1.376509, 0.357801], [1.436406, -2.637105, -1.201829], [-1.403578, -0.216264, -0.719637], [-0.287154, 0.793194, -0.374175], [-0.745541, 1.788834, -0.315271], [0.835025, -1.854603, -2.294552], [-0.333613, 0.239836, 1.554365], [0.372181, 0.291304, 0.837564], [2.103109, -0.714697, 1.906578], [-3.131204, 0.883878, -0.221445], [-2.518195, 0.170029, 0.169329], [2.407347, 0.183108, 1.979443], [-1.656799, -0.157706, -1.775446], [-3.150397, -0.599299, 0.387908], [1.316665, 1.845807, 1.947863], [1.726469, -2.118815, -1.999896], [0.512240, 0.885360, -1.119295]], "atomic_forces_ev_per_a": [[-0.59, -1.21, 0.80], [0.33, -0.26, -0.65], [-0.20, 0.28, -0.14], [0.60, 0.37, -0.59], [-0.25, 1.42, 0.99], [0.52, -1.01, -0.42], [0.02, 0.05, 0.35], [0.14, 0.18, -0.34], [-0.02, 0.04, 0.41], [0.20, 1.04, -0.53], [-0.40, -0.54, -0.47], [0.42, -0.06, -0.17], [-0.87, 0.03, 0.29], [0.67, 0.70, 0.53], [0.03, -0.35, -0.12], [0.36, -0.16, -0.21], [0.08, 0.37, -0.38], [-0.78, -0.54, 0.91], [-0.26, -0.35, -0.27]], "mulliken_spin": [0.31, -0.66, 0.06, -0.20, 2.43, 0.32, -0.14, -0.11, 0.00, -0.31, 0.02, -0.05, -0.21, -0.04, -0.11, -0.24, -0.02, 0.41, -0.45], "total_charge": -1, "relative_energy_kcal_mol": 20.3, "multiplicity": 2, "e_lumo_ev": [3.8, 3.7], "largest_force_ev_per_a": 1.751, "homo_energy_ev": [1.07, -5.70]}